Here is C8H17N2Sr as an isolated structure in a non-equilibrium geometry from the Open Molecules 2025 dataset. Energies are from ωB97M-V/def2-TZVPD.

Last column: Löwdin charge in e.
Element x y z (Å)
1 Sr -0.557 -1.527 -0.337  0.46
2 N -2.096 -3.062 -0.965  -0.22
3 N -1.259 -1.331 1.593  -0.29
4 C 1.366 1.098 1.130  -0.12
5 C 0.107 3.574 1.453  -0.12
6 C -0.014 2.883 0.242  -0.08
7 C 0.616 1.640 0.074  -0.39
8 C 0.482 0.864 -1.201  -0.28
9 C 0.853 3.027 2.501  -0.15
10 C 0.982 -1.997 -2.890  -0.15
11 C 1.481 1.789 2.341  -0.12
12 H -1.839 -2.109 1.938  0.01
13 H -1.987 -3.338 -1.951  0.01
14 H 0.961 -3.047 -3.410  0.05
15 H -0.175 1.374 -1.937  0.00
16 H 0.208 -1.238 -3.110  0.01
17 H -1.828 -0.476 1.673  0.03
18 H -0.599 3.316 -0.560  0.09
19 H -2.062 -3.945 -0.437  -0.01
20 H 0.992 -2.233 -1.816  -0.09
21 H -0.474 -1.225 2.252  0.03
22 H -3.062 -2.715 -0.885  0.00
23 H 1.851 0.136 1.020  0.08
24 H -0.380 4.532 1.580  0.08
25 H 1.951 -1.617 -3.242  0.02
26 H 1.485 0.703 -1.650  0.01
27 H 0.941 3.560 3.440  0.08
28 H 2.055 1.364 3.154  0.08

## Properties
Charge: -1
Highest occupied orbital energy, eV: -0.54
Lowest unoccupied orbital energy, eV: 2.93

***

Here is one molecule with the formula C8H17N5O3 in a non-equilibrium geometry from the Open Molecules 2025 dataset. Energies are from ωB97M-V/def2-TZVPD.

Last column: Löwdin charge in e.
Element x y z (Å)
1 O -2.160 -2.279 -0.796  0.08
2 O -1.222 -0.664 -2.060  0.09
3 O 2.982 -1.354 -0.043  0.07
4 N 0.999 -0.442 -0.561  0.13
5 N -2.693 1.814 -0.041  0.13
6 N -0.767 1.290 1.147  0.04
7 N -0.542 2.300 -0.893  0.08
8 N 2.169 2.023 0.168  0.00
9 C -1.199 -1.541 -1.013  -0.44
10 C 2.954 0.989 -0.521  -0.17
11 C -1.293 0.163 1.901  -0.18
12 C 0.010 -1.971 1.189  -0.15
13 C 2.332 -0.376 -0.315  -0.49
14 C -1.318 1.810 0.018  -0.59
15 C -0.153 -0.847 2.151  -0.19
16 C 0.185 -1.632 -0.334  -0.16
17 H -3.083 1.918 0.898  0.11
18 H 0.917 -2.526 1.537  0.13
19 H 3.959 0.933 -0.090  0.12
20 H 0.560 0.313 -0.828  0.01
21 H 0.244 1.358 1.159  0.09
22 H -0.328 -1.325 3.125  0.12
23 H -2.143 -0.687 -2.409  0.14
24 H 1.365 2.213 -0.422  0.00
25 H 2.709 2.890 0.173  0.08
26 H -1.631 0.523 2.882  0.11
27 H 3.073 1.155 -1.621  0.13
28 H 0.661 -2.529 -0.837  0.18
29 H -1.140 2.597 -1.677  0.06
30 H -3.095 2.427 -0.760  0.11
31 H -2.120 -0.355 1.372  0.12
32 H 0.802 -0.279 2.229  0.12
33 H -0.817 -2.714 1.258  0.12

## Properties
Highest occupied orbital energy, eV: -8.99
Lowest unoccupied orbital energy, eV: 0.52
ΔE to the lowest compared entry with this formula, charge and spin, eV: 0.801
Structure (SMILES): [H]/N=C(\N)NCCC[C@H](NC(=O)CN)C(=O)O

***

Here is a 2-piece molecular cluster, C8H17NO2Si overall in a non-equilibrium geometry from the Open Molecules 2025 dataset. Energies are from ωB97M-V/def2-TZVPD.

Last column: Löwdin charge in e.
Element x y z (Å)
1 Si -1.244 -0.862 -0.080  0.50
2 O 5.011 -0.930 0.693  0.26
3 O 3.981 0.303 -0.861  0.23
4 N 0.910 0.775 -1.047  -0.04
5 C 0.604 2.063 -0.514  -0.16
6 C 0.552 -0.290 0.004  -0.31
7 C -1.198 -2.537 0.810  -0.19
8 C -2.597 0.329 0.655  -0.15
9 C 1.076 0.392 1.286  -0.22
10 C 0.700 1.883 1.062  -0.15
11 C -1.705 -1.226 -1.861  -0.18
12 C 4.511 -0.328 -0.109  -0.48
13 H -3.094 -0.136 1.420  -0.02
14 H 1.393 2.749 1.367  0.12
15 H -0.929 -2.121 1.782  0.01
16 H -2.229 -2.910 0.787  0.03
17 H -2.745 -1.182 -2.207  0.04
18 H 0.423 0.330 -1.732  0.06
19 H -3.366 0.383 -0.187  0.05
20 H -0.423 2.299 -0.703  0.10
21 H -0.250 2.190 1.413  0.06
22 H -0.454 -3.212 0.490  0.01
23 H 1.911 0.634 -1.229  0.12
24 H -2.254 1.305 0.836  -0.02
25 H -1.518 -2.221 -2.144  0.00
26 H 0.515 -0.051 2.162  0.11
27 H 1.229 2.843 -1.051  0.14
28 H 2.148 0.212 1.394  0.07
29 H -0.958 -0.685 -2.435  0.00

## Properties
Highest occupied orbital energy, eV: -6.38
Lowest unoccupied orbital energy, eV: 0.41
ΔE to the lowest compared entry with this formula, charge and spin, eV: 3.983

***

Here is one molecule with the formula C8H17NO4Si in a non-equilibrium geometry from the Open Molecules 2025 dataset. Energies are from ωB97M-V/def2-TZVPD.

Last column: Löwdin charge in e.
Element x y z (Å)
1 Si 0.028 -0.378 0.768  0.30
2 O 0.375 1.263 0.780  -0.11
3 O -1.603 -0.670 0.634  -0.13
4 O 0.732 -0.998 2.142  -0.13
5 O 0.882 -1.148 -0.448  -0.11
6 N -0.976 0.473 -1.960  -0.16
7 C -2.452 0.297 0.127  -0.23
8 C 0.042 -1.749 -1.393  -0.25
9 C 0.009 2.151 -0.196  -0.25
10 C -0.061 1.647 -1.662  -0.11
11 C -0.417 -0.804 -2.507  -0.14
12 C 2.856 -1.227 3.321  -0.07
13 C 1.940 -0.355 2.482  -0.33
14 C -2.384 0.485 -1.408  -0.11
15 H 0.563 -2.640 -1.786  0.13
16 H 3.277 -2.044 2.764  0.06
17 H -0.970 2.601 0.059  0.11
18 H 1.671 0.542 3.069  0.12
19 H -2.900 1.414 -1.751  0.13
20 H -2.912 -0.275 -1.977  0.11
21 H 2.304 -1.744 4.134  0.09
22 H -1.199 -1.271 -3.110  0.11
23 H 0.898 1.311 -2.013  0.11
24 H -0.835 -2.087 -0.825  0.11
25 H -3.440 -0.080 0.453  0.13
26 H 3.679 -0.634 3.750  0.08
27 H 2.369 -0.027 1.541  0.10
28 H 0.765 2.933 -0.141  0.12
29 H -0.417 2.398 -2.330  0.10
30 H -2.220 1.232 0.681  0.11
31 H 0.396 -0.616 -3.201  0.11

## Properties
Highest occupied orbital energy, eV: -8.40
Lowest unoccupied orbital energy, eV: 0.92
ΔE to the lowest compared entry with this formula, charge and spin, eV: 0.000
Structure (SMILES): CCO[Si]12OCCN(CCO1)CCO2

***

Here is a 3-piece molecular cluster, C8H17NO5 overall in a non-equilibrium geometry from the Open Molecules 2025 dataset. Energies are from ωB97M-V/def2-TZVPD.

Last column: Löwdin charge in e.
Element x y z (Å)
1 O 4.658 2.031 -0.749  0.12
2 O 6.561 2.931 -0.051  0.12
3 O 2.913 -2.103 -1.852  0.06
4 O 7.482 -0.818 0.944  -0.07
5 O 4.109 -0.226 -2.097  -0.06
6 N -5.504 1.049 -0.234  -0.34
7 C 5.948 2.004 -0.492  -0.54
8 C -4.267 0.321 -0.054  -0.13
9 C -6.403 0.841 0.880  -0.13
10 C 6.619 0.630 -0.758  -0.06
11 C 7.293 -1.574 2.121  -0.05
12 C 3.941 -1.340 -1.588  -0.30
13 C 6.424 -0.219 0.414  -0.07
14 C -6.138 0.727 -1.494  -0.13
15 H -5.913 1.167 1.797  0.08
16 H -7.300 1.441 0.734  0.08
17 H 6.959 -0.935 2.943  0.10
18 H 6.561 -2.370 1.961  0.10
19 H 7.683 0.753 -0.954  0.14
20 H -4.411 -0.772 -0.032  0.08
21 H -5.443 0.930 -2.307  0.08
22 H -6.455 -0.327 -1.558  0.08
23 H 5.451 -0.346 0.869  0.13
24 H 8.261 -2.007 2.365  0.10
25 H -7.014 1.361 -1.621  0.08
26 H 2.277 -1.718 -2.493  0.13
27 H 6.103 0.212 -1.639  0.11
28 H -3.587 0.565 -0.869  0.08
29 H -6.701 -0.214 0.998  0.08
30 H -3.808 0.628 0.884  0.08
31 H 4.355 1.222 -1.238  0.07

## Properties
Highest occupied orbital energy (spin up / spin down), eV: -6.90 / -8.52
Lowest unoccupied orbital energy (spin up / spin down), eV: -1.98 / -0.10
ΔE to the lowest compared entry with this formula, charge and spin, eV: 3.986

***

Here is C8H17NOSi as an isolated structure in a non-equilibrium geometry from the Open Molecules 2025 dataset. Energies are from ωB97M-V/def2-TZVPD.

Last column: Löwdin charge in e.
Element x y z (Å)
1 Si 0.462 -0.081 0.945  0.62
2 O -1.181 -0.072 0.731  -0.10
3 N -1.558 2.279 0.686  0.12
4 C -1.865 1.054 0.470  -0.49
5 C 1.687 0.561 -1.507  -0.08
6 C -2.919 2.716 0.083  -0.14
7 C 0.535 -1.555 -1.507  -0.10
8 C 1.312 -0.639 -0.596  -0.65
9 C 2.551 -1.406 -0.270  -0.12
10 C 0.561 -1.223 2.455  -0.14
11 C -3.288 1.199 0.017  -0.07
12 H 3.220 -0.893 0.484  0.11
13 H 0.842 1.075 -1.880  0.07
14 H 0.851 1.258 1.373  0.03
15 H 1.536 -1.203 2.748  -0.01
16 H -3.957 0.784 0.917  0.16
17 H 2.354 1.324 -1.074  0.09
18 H 0.034 -0.797 3.265  0.03
19 H -2.761 3.237 -0.883  0.11
20 H 0.223 -2.191 2.349  0.01
21 H 2.278 0.151 -2.269  0.06
22 H -3.471 3.372 0.602  0.05
23 H 3.034 -1.694 -1.188  0.08
24 H 0.037 -2.331 -0.917  0.09
25 H 2.302 -2.401 0.065  0.08
26 H -0.325 -1.246 -2.035  0.07
27 H -3.641 0.808 -0.915  0.08
28 H 1.147 -2.082 -2.149  0.06

## Properties
Highest occupied orbital energy, eV: -9.51
Lowest unoccupied orbital energy, eV: 0.79
ΔE to the lowest compared entry with this formula, charge and spin, eV: 2.282

***

no.,molecular weight (Da)
1,228.86
2,231.26
3,187.32
4,219.31
5,207.23
6,171.32